Below is one molecule with the formula C3H5Cl2N3 in a non-equilibrium geometry, with properties calculated with ωB97M-V with the def2-TZVPD basis set.

Each line ends with the Löwdin charge.
Element x y z (Å)
N 3.691 0.700 -0.142  -0.016
N 3.411 -0.809 0.104  -0.015
C 2.130 -0.959 0.170  -0.199
N 0.955 0.021 -0.052  -0.018
C -0.198 -0.712 -0.338  -0.275
C -1.362 -0.140 -0.082  -1.152
Cl -1.347 1.644 0.050  0.592
Cl -2.835 -0.913 0.045  0.664
H 4.756 0.834 -0.343  0.113
H 3.344 1.073 0.652  -0.013
H 1.836 -2.015 0.547  0.131
H 1.298 0.946 0.058  0.070
H 0.038 -1.790 -0.394  0.120

Total energy   -32703.735 eV
SMILES   N/N=C\NC=C(Cl)Cl
Lowest unoccupied orbital energy   0.6 eV
Total charge   0
Relative energy (zero: lowest compared OMol25 entry of this formula, charge and spin)   1.509 eV
HOMO energy   -8.44 eV
Maximum force   7.08 eV/A
Gap between HOMO and LUMO   9.07 eV